[1]
{"formula": "C30H30Cl3CsN4O3Se2Te2", "method": "the ωB97M-V functional and the def2-TZVPD basis", "symbols": ["Cs", "C", "C", "C", "C", "C", "N", "C", "C", "C", "N", "C", "C", "C", "C", "C", "C", "C", "C", "N", "C", "C", "C", "N", "C", "C", "C", "C", "O", "C", "O", "H", "H", "H", "H", "H", "H", "H", "H", "H", "H", "H", "H", "H", "H", "H", "H", "H", "H", "H", "H", "H", "H", "H", "H", "H", "H", "H", "H", "Se", "Te", "Te", "Se", "Cl", "C", "C", "C", "Cl", "C", "O", "C", "Cl", "C", "H", "H"], "coordinates": [[-2.12, 0.61, 0.93], [2.69, 7.12, -1.95], [2.04, 5.98, -1.23], [2.16, 5.80, 0.13], [1.56, 4.72, 0.81], [1.92, 4.48, 2.16], [1.98, 3.33, 2.75], [1.73, 2.05, 2.13], [2.29, 0.89, 2.93], [1.52, -0.34, 2.48], [1.94, -1.54, 3.18], [1.99, -2.76, 2.69], [1.47, -3.27, 1.50], [2.08, -4.47, 1.00], [1.73, -5.04, -0.17], [2.38, -6.28, -0.71], [0.67, -4.43, -0.92], [0.00, -3.33, -0.48], [-1.20, -2.79, -1.19], [-1.23, -2.18, -2.30], [0.02, -1.84, -2.98], [0.51, -0.49, -2.44], [-0.47, 0.66, -2.67], [-0.18, 1.71, -1.72], [0.19, 2.84, -2.17], [0.68, 3.94, -1.34], [1.35, 4.98, -1.94], [0.57, 3.90, 0.12], [-0.31, 3.26, 0.72], [0.31, -2.72, 0.81], [-0.41, -1.83, 1.28], [3.29, 7.73, -1.27], [1.95, 7.78, -2.42], [3.36, 6.77, -2.75], [2.78, 6.48, 0.71], [2.25, 5.31, 2.78], [2.11, 3.32, 3.81], [2.12, 2.06, 1.11], [0.65, 1.93, 2.04], [2.13, 1.07, 4.00], [3.37, 0.76, 2.76], [1.65, -0.51, 1.41], [0.46, -0.18, 2.66], [2.29, -1.40, 4.11], [2.56, -3.44, 3.31], [2.88, -4.91, 1.59], [3.15, -6.65, -0.03], [2.85, -6.10, -1.68], [1.66, -7.09, -0.85], [0.37, -4.89, -1.86], [-2.14, -2.89, -0.66], [-0.19, -1.76, -4.05], [0.81, -2.58, -2.84], [1.48, -0.25, -2.88], [0.66, -0.59, -1.36], [-1.49, 0.31, -2.51], [-0.40, 1.01, -3.72], [0.23, 3.03, -3.25], [1.36, 5.02, -3.03], [1.81, 3.02, 5.91], [-0.48, 2.23, 5.13], [-1.19, 0.06, 6.63], [-2.55, 0.72, 8.60], [-7.76, -3.27, -4.06], [-6.59, -2.77, -2.86], [-6.16, -1.45, -2.83], [-5.23, -1.07, -1.88], [-4.70, 0.59, -1.88], [-4.67, -1.94, -0.89], [-3.82, -1.57, -0.04], [-5.16, -3.27, -1.01], [-4.54, -4.45, 0.11], [-6.09, -3.68, -1.95], [-6.54, -0.73, -3.54], [-6.41, -4.71, -1.97]], "mulliken_charge": [1.334, -1.526, 0.506, -0.617, 0.638, -0.665, 0.667, -1.288, -0.551, -0.220, 0.104, -0.564, 0.688, -0.917, 0.491, -1.586, 0.120, 0.263, -0.284, -0.457, -0.846, 0.405, -0.832, 0.013, -0.667, 0.501, -0.381, 0.303, -0.555, -0.236, -0.671, 0.347, 0.300, 0.322, 0.303, 0.427, -0.149, 0.308, 0.458, 0.426, 0.187, 0.060, 0.200, 0.341, 0.382, 0.276, 0.353, 0.317, 0.340, 0.470, 0.234, 0.503, 0.293, 0.349, -0.412, 0.159, 0.329, 0.161, 0.310, -0.812, -0.129, -0.100, -0.764, -0.291, 0.533, -0.835, 0.665, -0.246, -0.495, -0.610, 0.580, -0.246, -0.800, 0.388, 0.399], "gap_ev": 4.21, "charge": -2}

***

[2]
{"formula": "C30H30CoNO8P2", "method": "the ωB97M-V functional and the def2-TZVPD basis", "symbols": ["Co", "O", "N", "C", "C", "C", "C", "C", "C", "C", "P", "C", "C", "C", "C", "C", "C", "C", "C", "C", "C", "C", "C", "H", "H", "H", "H", "H", "H", "H", "H", "H", "H", "H", "H", "H", "H", "H", "H", "C", "O", "P", "O", "C", "O", "C", "H", "H", "H", "H", "H", "H", "H", "H", "H", "O", "C", "O", "C", "C", "C", "C", "O", "C", "O", "C", "C", "H", "H", "H", "H", "H"], "coordinates": [[0.18, -0.63, 0.74], [0.14, -1.84, 3.21], [0.51, -0.64, 2.61], [1.03, 0.17, 3.45], [1.57, 1.50, 3.19], [2.04, 2.16, 4.33], [2.53, 3.45, 4.25], [2.54, 4.11, 3.03], [2.09, 3.46, 1.89], [1.61, 2.16, 1.95], [0.94, 1.40, 0.46], [1.93, 1.79, -0.98], [1.37, 1.52, -2.23], [2.12, 1.73, -3.38], [3.43, 2.17, -3.28], [4.00, 2.41, -2.04], [3.25, 2.22, -0.88], [-0.74, 2.04, 0.30], [-1.66, 1.60, 1.26], [-2.99, 1.98, 1.19], [-3.41, 2.81, 0.16], [-2.50, 3.27, -0.78], [-1.17, 2.88, -0.73], [-0.61, -2.16, 2.68], [1.05, -0.18, 4.48], [2.00, 1.66, 5.28], [2.88, 3.95, 5.14], [2.90, 5.12, 2.96], [2.09, 3.99, 0.94], [0.36, 1.15, -2.31], [1.68, 1.54, -4.35], [4.01, 2.34, -4.18], [5.02, 2.75, -1.96], [3.70, 2.41, 0.08], [-1.33, 1.00, 2.11], [-3.69, 1.63, 1.94], [-4.45, 3.11, 0.11], [-2.83, 3.93, -1.57], [-0.48, 3.25, -1.46], [2.10, -1.77, -2.52], [2.51, -1.26, -1.22], [1.93, -1.68, 0.15], [1.58, -3.18, 0.00], [1.18, -4.11, 1.05], [3.09, -1.59, 1.19], [4.13, -0.58, 1.25], [2.66, -1.19, -3.25], [1.03, -1.63, -2.66], [2.37, -2.82, -2.58], [1.33, -5.10, 0.63], [0.12, -3.95, 1.27], [1.79, -3.97, 1.93], [4.83, -0.92, 2.00], [3.70, 0.38, 1.55], [4.61, -0.50, 0.28], [-0.60, -0.84, -0.97], [-1.54, -1.55, -0.43], [-1.28, -1.86, 0.79], [-2.75, -1.95, -1.10], [-2.98, -1.51, -2.41], [-4.13, -1.87, -3.10], [-5.02, -2.68, -2.42], [-6.18, -3.16, -2.87], [-6.73, -3.98, -1.81], [-5.82, -3.90, -0.71], [-4.79, -3.12, -1.11], [-3.67, -2.78, -0.42], [-2.25, -0.88, -2.89], [-4.33, -1.54, -4.11], [-6.80, -5.01, -2.16], [-7.70, -3.58, -1.53], [-3.49, -3.12, 0.59]], "mulliken_charge": [-0.366, -0.588, 0.968, -0.939, 1.194, -1.017, -0.877, -0.801, -0.745, 0.688, 1.855, 0.906, -0.779, -0.925, -0.639, -0.939, -0.734, 0.621, -0.353, -0.926, -0.639, -0.866, -0.482, 0.397, 0.558, 0.481, 0.451, 0.477, 0.604, 0.554, 0.479, 0.446, 0.475, 0.477, 0.210, 0.495, 0.466, 0.475, 0.543, -0.705, -0.120, 1.091, -0.415, -0.573, -0.391, -0.322, 0.262, 0.251, 0.337, 0.304, 0.144, 0.304, 0.350, 0.042, 0.292, -0.391, 1.078, -0.629, 0.190, -0.699, -1.095, 0.916, -0.464, -0.250, -0.487, 0.647, -0.977, 0.512, 0.472, 0.275, 0.268, 0.580], "gap_ev": [6.23, 6.24], "charge": 2}

***

[3]
{"formula": "C30H30CuIN3O7P3", "method": "the ωB97M-V functional and the def2-TZVPD basis", "symbols": ["Cu", "N", "C", "C", "P", "O", "O", "O", "P", "O", "O", "O", "H", "H", "H", "H", "H", "H", "H", "H", "I", "C", "C", "C", "C", "C", "C", "C", "C", "C", "P", "C", "C", "C", "C", "C", "C", "C", "C", "C", "C", "C", "C", "C", "H", "H", "H", "H", "H", "H", "H", "H", "H", "H", "H", "H", "H", "H", "H", "H", "N", "C", "O", "C", "C", "C", "C", "N", "C", "H", "H", "H", "H", "H", "H"], "coordinates": [[-0.37, 1.15, 0.44], [-2.32, 2.45, -3.72], [-1.39, 2.84, -2.58], [-1.04, 4.31, -2.69], [0.14, 1.79, -2.75], [-0.57, 0.55, -3.50], [1.12, 2.49, -3.59], [0.52, 1.35, -1.35], [-2.33, 2.40, -1.08], [-3.54, 3.44, -1.24], [-2.76, 0.99, -1.24], [-1.53, 2.75, 0.17], [-1.83, 2.42, -4.61], [-3.11, 3.10, -3.77], [-2.68, 1.50, -3.52], [-0.42, 4.51, -3.56], [-0.47, 4.60, -1.81], [-1.94, 4.93, -2.72], [-0.06, -0.28, -3.51], [-3.90, 3.79, -0.41], [2.02, 2.48, 1.49], [3.23, 1.87, -0.11], [3.88, 2.89, -0.73], [4.93, 2.63, -1.64], [5.35, 1.35, -1.82], [4.68, 0.28, -1.18], [5.21, -1.03, -1.31], [4.62, -2.09, -0.70], [3.38, -1.90, -0.05], [2.80, -0.66, 0.06], [1.02, -0.76, 0.42], [0.93, -1.81, 1.91], [-0.09, -2.74, 2.09], [-0.23, -3.39, 3.31], [0.63, -3.11, 4.36], [1.65, -2.18, 4.18], [1.80, -1.53, 2.97], [0.29, -1.68, -0.97], [1.03, -2.18, -2.04], [0.38, -2.80, -3.11], [-1.01, -2.92, -3.11], [-1.74, -2.40, -2.05], [-1.10, -1.78, -1.00], [3.52, 0.50, -0.39], [3.64, 3.92, -0.49], [5.42, 3.46, -2.14], [6.20, 1.13, -2.44], [6.12, -1.16, -1.89], [5.05, -3.09, -0.77], [2.85, -2.77, 0.30], [-0.76, -2.99, 1.28], [-1.01, -4.13, 3.43], [0.52, -3.62, 5.31], [2.33, -1.96, 4.99], [2.60, -0.81, 2.84], [2.11, -2.10, -2.07], [0.96, -3.19, -3.93], [-1.51, -3.40, -3.94], [-2.82, -2.47, -2.05], [-1.70, -1.33, -0.22], [-5.80, -0.75, 3.48], [-4.84, -0.85, 2.53], [-5.03, -1.34, 1.44], [-3.47, -0.34, 2.90], [-2.94, -0.38, 4.17], [-1.63, 0.04, 4.37], [-0.90, 0.48, 3.29], [-1.43, 0.54, 2.05], [-2.68, 0.13, 1.86], [-6.72, -1.09, 3.26], [-5.67, -0.22, 4.32], [-3.52, -0.76, 5.01], [-1.16, 0.00, 5.35], [0.13, 0.78, 3.39], [-3.06, 0.16, 0.84]], "mulliken_charge": [-0.043, -0.243, 0.546, -1.824, 1.087, -0.662, -0.838, -0.188, 0.987, -0.575, -0.783, -0.635, 0.360, 0.400, 0.277, 0.448, 0.401, 0.436, 0.330, 0.384, 0.163, 0.001, -0.464, -0.929, -0.884, 0.470, -0.840, -0.958, -0.976, 1.222, 2.456, 0.542, -0.421, -0.827, -0.522, -0.790, -0.504, 1.124, -0.679, -0.870, -0.724, -1.153, -0.647, 0.206, 0.451, 0.428, 0.406, 0.420, 0.407, 0.496, 0.429, 0.470, 0.437, 0.447, 0.401, 0.148, 0.448, 0.408, 0.528, 0.395, -0.374, 0.243, -0.600, -0.093, -0.313, -0.947, -0.249, 0.559, -0.041, 0.254, 0.183, 0.457, 0.506, 0.249, 0.586], "s_squared": 0.754, "gap_ev": [8.35, 7.34], "charge": 1, "multiplicity": 2}

***

These records have energy relative to the best compared isomer or geometry (same formula, charge and spin) values of 7.7; 0.0; 7.0 kJ/mol, in the order they appear.